# 1
C4H10NOS | wB97M-V/def2-TZVPD

Frontier orbital gap in eV: 10.181
Charge: +1
HOMO level in eV: -13.67

Geometry (Å):
S  -0.254  2.590  1.463
O  -0.675  -0.863  1.928
N  -0.974  -0.175  -0.142
C  -0.303  -0.193  -1.444
C  1.035  -1.115  0.370
C  0.707  -1.266  -1.233
C  -0.250  -0.661  0.779
H  -0.391  3.221  0.242
H  -1.013  -0.433  -2.278
H  0.610  3.703  1.721
H  1.468  -1.335  -1.948
H  1.768  -0.344  0.428
H  -1.650  0.563  0.071
H  1.350  -1.914  0.938
H  -1.543  -0.460  2.167
H  0.051  0.840  -1.739
H  0.064  -2.156  -1.323

From a Mulliken analysis of the wavefunction, the atomic charges in e read:
1 S -0.347
2 O -0.394
3 N -0.092
4 C -0.525
5 C -0.758
6 C -0.574
7 C 0.564
8 H 0.163
9 H 0.301
10 H 0.234
11 H 0.436
12 H 0.274
13 H 0.361
14 H 0.403
15 H 0.422
16 H 0.271
17 H 0.263



# 2
C4H10NOS | wB97M-V/def2-TZVPD

Frontier orbital gap in eV: 9.983
SMILES: CO[C@H]1C[NH2+]CS1
Charge: +1
HOMO level in eV: -13.30

Geometry (Å):
S  -1.793  -0.452  -0.479
O  0.243  0.270  1.123
N  0.830  -0.707  -1.189
C  0.528  0.707  -1.208
C  -0.175  0.677  2.459
C  -0.562  0.815  0.154
C  -0.433  -1.521  -1.258
H  0.243  1.714  2.712
H  0.414  -0.164  3.058
H  -0.821  -1.686  -2.354
H  -1.324  0.630  2.661
H  -1.198  1.654  0.544
H  1.483  1.266  -0.937
H  1.375  -0.765  -0.305
H  0.056  1.167  -2.141
H  -0.317  -2.570  -0.910
H  1.452  -1.033  -1.930

From a Mulliken analysis of the wavefunction, the atomic charges in e read:
1 S -0.065
2 O -0.318
3 N -0.157
4 C -0.707
5 C -0.707
6 C -0.125
7 C -0.511
8 H 0.304
9 H 0.247
10 H 0.333
11 H 0.333
12 H 0.494
13 H 0.340
14 H 0.436
15 H 0.338
16 H 0.413
17 H 0.351



# 3
C4H10NOS | wB97M-V/def2-TZVPD

Frontier orbital gap (alpha / beta) in eV: 7.002 / 6.457
Spin multiplicity: 3
Charge: +1
HOMO level (alpha / beta) in eV: -9.93 / -14.44

Geometry (Å):
S  0.727  1.427  0.108
O  -1.002  0.034  1.662
N  -0.079  -0.903  -0.375
C  -1.753  0.842  -0.943
C  -0.498  0.345  -0.316
C  1.952  0.018  0.347
C  1.343  -1.058  -0.477
H  -0.566  0.746  2.317
H  -1.450  0.929  -2.046
H  -1.663  -0.386  2.129
H  1.677  -1.972  -0.139
H  -2.669  0.274  -0.665
H  2.953  0.401  -0.013
H  2.044  -0.168  1.342
H  -1.916  1.934  -0.668
H  1.480  -0.810  -1.554
H  -0.580  -1.651  -0.708

From a Mulliken analysis of the wavefunction, the atomic charges in e read:
1 S 0.020
2 O -0.537
3 N -0.042
4 C -1.124
5 C 0.468
6 C -0.542
7 C -0.490
8 H 0.323
9 H 0.312
10 H 0.267
11 H 0.375
12 H 0.347
13 H 0.388
14 H 0.375
15 H 0.325
16 H 0.332
17 H 0.203



# 4
C4H10NOS2 | wB97M-V/def2-TZVPD

Frontier orbital gap in eV: 6.849
Charge: -1
HOMO level in eV: -3.22

Geometry (Å):
S  -0.916  -1.246  -0.794
S  -2.334  -2.656  0.139
O  0.384  -0.307  -1.745
N  1.322  0.796  1.004
C  0.484  1.051  -1.336
C  1.496  -0.673  0.821
C  0.190  1.171  0.194
C  -1.253  0.251  0.219
H  -1.560  -0.079  1.243
H  -0.013  1.863  -1.976
H  0.615  -1.119  1.103
H  1.108  0.890  1.911
H  -1.955  0.866  -0.304
H  1.520  1.599  -1.502
H  1.818  -1.023  -0.161
H  0.117  2.408  0.409
H  -3.254  -2.654  -0.801
H  2.231  -1.135  1.577

From a Mulliken analysis of the wavefunction, the atomic charges in e read:
1 S 0.059
2 S -0.502
3 O -0.626
4 N -0.406
5 C -0.564
6 C -1.019
7 C 0.024
8 C -0.959
9 H 0.364
10 H 0.284
11 H 0.427
12 H 0.266
13 H 0.470
14 H 0.267
15 H 0.285
16 H 0.261
17 H 0.043
18 H 0.326



# 5
C4H10NPS3 | wB97M-V/def2-TZVPD

Frontier orbital gap in eV: 8.957
SMILES: SP1SCCS1.C=NC
HOMO level in eV: -8.26

Geometry (Å):
S  -1.758  -1.386  -0.095
S  -0.082  1.302  -0.501
S  -2.786  1.282  1.449
P  -0.992  0.214  1.105
N  2.831  0.009  -0.460
C  3.100  -0.067  0.884
C  3.672  -0.234  -1.350
C  -3.972  0.174  0.600
C  -3.234  -0.374  -0.542
H  -4.798  0.648  0.122
H  1.102  0.494  -0.401
H  4.645  -0.430  -0.969
H  2.763  -0.846  1.591
H  4.256  -0.053  0.938
H  -4.158  -0.664  1.239
H  3.550  -0.200  -2.421
H  -2.922  0.389  -1.276
H  -3.856  -1.084  -1.179
H  2.640  0.824  1.266

From a Mulliken analysis of the wavefunction, the atomic charges in e read:
1 S -0.135
2 S -0.297
3 S -0.203
4 P 0.161
5 N -0.231
6 C -0.930
7 C -0.224
8 C -0.404
9 C -0.773
10 H 0.354
11 H 0.353
12 H 0.137
13 H 0.275
14 H 0.282
15 H 0.308
16 H 0.271
17 H 0.382
18 H 0.345
19 H 0.328



# 6
C4H10NS | wB97M-V/def2-TZVPD

Frontier orbital gap in eV: 5.912
SMILES: CCNCC[S-]
Charge: -1
HOMO level in eV: -2.29

Geometry (Å):
S  2.017  -1.904  -2.436
N  -0.235  -0.489  0.731
C  0.727  -1.618  -1.141
C  -0.964  1.711  0.131
C  -0.628  0.833  1.248
C  1.080  -0.801  0.103
H  -1.517  1.250  -0.717
H  0.253  -2.575  -0.791
H  -1.541  0.683  1.889
H  1.671  -1.401  0.723
H  -1.674  2.443  0.385
H  -0.939  -0.651  0.062
H  1.682  0.157  -0.210
H  -0.100  -0.968  -1.601
H  0.094  1.297  1.966
H  0.073  2.033  -0.340

From a Mulliken analysis of the wavefunction, the atomic charges in e read:
1 S -0.645
2 N -0.438
3 C -0.690
4 C -0.997
5 C -0.412
6 C -0.240
7 H 0.277
8 H 0.214
9 H 0.274
10 H 0.283
11 H 0.433
12 H 0.222
13 H 0.180
14 H 0.059
15 H 0.287
16 H 0.190



# 7
C4H10NS | wB97M-V/def2-TZVPD

Frontier orbital gap in eV: 6.361
SMILES: CCNCC[S-]
Charge: -1
HOMO level in eV: -2.24

Geometry (Å):
S  1.786  -0.967  -0.296
N  -0.517  0.919  1.001
C  0.034  -1.520  0.306
C  -0.393  1.583  -0.303
C  -0.898  -0.504  0.960
C  -1.580  1.289  -1.182
H  -1.914  -0.782  0.643
H  -1.567  1.931  -2.061
H  -1.492  0.254  -1.511
H  -2.579  1.427  -0.743
H  0.343  0.892  1.535
H  -0.410  -2.132  -0.480
H  0.496  -2.152  1.064
H  -0.946  -0.713  2.056
H  0.529  1.274  -0.826
H  -0.414  2.651  -0.056

From a Mulliken analysis of the wavefunction, the atomic charges in e read:
1 S -0.729
2 N -0.462
3 C -0.653
4 C -0.177
5 C -0.740
6 C -1.152
7 H 0.276
8 H 0.370
9 H 0.256
10 H 0.287
11 H 0.281
12 H 0.292
13 H 0.255
14 H 0.350
15 H 0.179
16 H 0.368



# 8
C4H10NS | wB97M-V/def2-TZVPD

Frontier orbital gap (alpha / beta) in eV: 7.677 / 9.468
Spin multiplicity: 3
Charge: +1
HOMO level (alpha / beta) in eV: -11.12 / -15.34

Geometry (Å):
S  1.904  -0.418  0.183
N  -0.674  -1.204  -0.085
C  -0.378  0.837  -0.787
C  -1.547  -0.220  -0.816
C  2.611  1.021  -0.182
C  0.267  -0.021  0.202
H  -1.866  -0.557  -1.715
H  -0.365  -1.942  -0.741
H  -1.313  -0.718  2.929
H  -2.242  0.098  -0.116
H  0.158  1.011  -1.674
H  -1.160  -1.762  0.634
H  -0.698  1.815  -0.499
H  3.662  0.922  -0.190
H  2.044  1.784  -0.307
H  -0.402  -0.646  3.163

From a Mulliken analysis of the wavefunction, the atomic charges in e read:
1 S -0.006
2 N -0.140
3 C -0.677
4 C -0.520
5 C -0.743
6 C 0.078
7 H 0.387
8 H 0.395
9 H -0.017
10 H 0.315
11 H 0.414
12 H 0.325
13 H 0.345
14 H 0.315
15 H 0.472
16 H 0.057